(1)
{
  "formula": "C10H9F5NO3TcTe",
  "method": "ωB97M-V/def2-TZVPD",
  "elements": ["Tc", "N", "C", "C", "O", "O", "H", "H", "H", "H", "F", "Te", "F", "F", "F", "F", "O", "C", "C", "C", "C", "C", "C", "C", "C", "H", "H", "H", "H", "H"],
  "positions_angstrom": [[2.591, 2.468, 11.417], [2.209, 4.491, 11.758], [3.286, 5.131, 12.591], [4.617, 4.379, 12.238], [5.719, 4.861, 12.390], [4.405, 3.099, 11.749], [2.125, 4.991, 10.855], [1.313, 4.626, 12.221], [3.076, 4.961, 13.656], [3.397, 6.202, 12.402], [3.063, 0.453, 7.522], [1.958, 0.954, 9.035], [2.767, 2.815, 9.049], [0.711, 1.747, 7.853], [0.848, -0.608, 9.029], [0.723, 1.895, 10.469], [3.116, 0.601, 10.658], [2.184, 2.019, 13.084], [1.960, 1.435, 14.173], [1.621, 0.687, 15.320], [0.278, 0.148, 15.524], [-0.044, -0.683, 16.589], [0.934, -1.007, 17.545], [2.238, -0.512, 17.419], [2.567, 0.304, 16.338], [-0.496, 0.402, 14.796], [-1.060, -1.085, 16.676], [0.654, -1.618, 18.405], [2.978, -0.772, 18.173], [3.578, 0.704, 16.262]],
  "multiplicity": 4,
  "total_energy_ev": -41217.4827,
  "charge": 1,
  "homo_ev": [-12.2991, -13.0399]
}


(2)
{
  "formula": "C10H9FN2OS",
  "method": "ωB97M-V/def2-TZVPD",
  "elements": ["C", "C", "C", "C", "C", "C", "C", "C", "C", "C", "N", "N", "O", "F", "S", "H", "H", "H", "H", "H", "H", "H", "H", "H"],
  "positions_angstrom": [[1.191, -1.237, -2.212], [0.106, -1.301, -3.109], [0.922, -0.687, -0.989], [-1.099, -0.690, -2.842], [-0.282, -0.074, -0.751], [-1.352, -0.037, -1.667], [1.451, 2.559, 1.410], [-1.605, -1.186, 2.460], [-1.576, -0.077, 1.707], [-0.348, 0.642, 1.286], [1.924, 1.322, 1.780], [0.928, 0.339, 1.726], [2.025, 3.597, 1.221], [-2.480, 0.530, -1.388], [-0.363, 2.458, 1.123], [2.263, -1.327, -2.399], [0.249, -1.555, -4.122], [1.705, -0.432, -0.347], [-1.905, -0.535, -3.532], [-2.362, -1.873, 2.597], [-0.694, -1.612, 2.739], [-2.491, 0.349, 1.164], [2.845, 1.112, 1.565], [0.948, -0.286, 2.580]],
  "total_energy_ev": -29091.8508,
  "homo_ev": [-8.1356, -8.1362]
}


(3)
{
  "formula": "C10H9IO",
  "method": "ωB97M-V/def2-TZVPD",
  "elements": ["C", "C", "C", "C", "C", "C", "C", "C", "C", "C", "O", "I", "H", "H", "H", "H", "H", "H", "H", "H", "H"],
  "positions_angstrom": [[-2.302, -1.644, -1.247], [-2.453, -0.358, -1.628], [-1.141, -1.995, -0.519], [-1.587, 0.659, -1.271], [-0.252, -0.994, -0.221], [-0.442, 0.317, -0.594], [0.925, -1.017, 0.672], [0.583, 1.289, -0.129], [1.619, 0.492, 0.728], [2.002, 1.019, 2.080], [1.316, -1.947, 1.410], [3.466, 0.111, -0.464], [-3.130, -2.279, -1.279], [-3.368, 0.132, -2.175], [-0.991, -2.937, -0.004], [-1.717, 1.656, -1.666], [0.975, 1.809, -1.113], [0.065, 2.108, 0.260], [2.439, 2.001, 1.829], [2.859, 0.563, 2.506], [1.134, 1.016, 2.826]],
  "smiles": "C[C@]1(I)Cc2ccccc2C1=O",
  "total_energy_ev": -20663.0861,
  "homo_ev": -9.3358
}


(4)
{
  "formula": "C10H9N",
  "method": "ωB97M-V/def2-TZVPD",
  "elements": ["C", "C", "C", "C", "C", "C", "C", "C", "C", "C", "N", "H", "H", "H", "H", "H", "H", "H", "H", "H"],
  "positions_angstrom": [[-1.060, 1.883, 1.513], [-1.341, 0.664, 2.111], [1.549, -0.560, -1.893], [1.092, -1.863, -1.261], [1.141, 0.741, -1.549], [0.124, -2.024, -0.259], [-0.063, 2.000, 0.397], [-0.852, -0.655, 1.629], [0.033, 1.022, -0.585], [-0.652, -0.890, 0.273], [-0.950, 0.058, -0.649], [-1.406, 2.803, 1.968], [-1.994, 0.667, 2.966], [2.390, -0.629, -2.574], [1.603, -2.795, -1.494], [1.664, 1.527, -2.037], [-0.100, -3.004, 0.183], [0.611, 2.822, 0.477], [-0.626, -1.432, 2.340], [-1.164, -0.334, -1.556]],
  "smiles": "C1=CC=C2C=CC=CC(=C1)N2",
  "total_energy_ev": -12003.0654,
  "homo_ev": -8.0223
}


(5)
{
  "formula": "C10H9N",
  "method": "ωB97M-V/def2-TZVPD",
  "elements": ["C", "C", "C", "C", "C", "C", "C", "C", "C", "C", "H", "H", "H", "H", "H", "H", "H", "H", "H", "N"],
  "positions_angstrom": [[3.174, 0.004, 0.007], [2.553, 1.135, 0.370], [1.076, 1.158, 0.295], [0.382, -0.047, 0.071], [1.125, -1.114, -0.357], [2.486, -1.151, -0.373], [-1.112, -0.064, 0.159], [-1.904, -0.634, 0.948], [-3.307, -0.308, 0.497], [-3.127, 0.389, -0.641], [4.329, -0.064, 0.084], [3.071, 2.139, 0.596], [0.472, 2.178, 0.612], [0.627, -2.060, -0.537], [3.223, -2.008, -0.828], [-1.602, -1.060, 1.972], [-4.383, -0.730, 1.107], [-3.893, 0.732, -1.335], [-1.368, 0.963, -1.805], [-1.822, 0.544, -0.841]],
  "smiles": "c1ccc(-c2ccc[nH]2)cc1",
  "total_energy_ev": -12003.1855,
  "homo_ev": -8.5405
}


(6)
{
  "formula": "C118H160As6Br3F36N18",
  "method": "ωB97M-V/def2-TZVPD",
  "elements": ["C", "C", "C", "C", "N", "C", "C", "C", "C", "C", "C", "C", "H", "H", "H", "H", "H", "H", "H", "H", "H", "H", "H", "H", "H", "H", "H", "H", "H", "H", "H", "H", "H", "H", "H", "H", "C", "C", "C", "C", "N", "C", "C", "C", "C", "C", "C", "C", "H", "H", "H", "H", "H", "H", "H", "H", "H", "H", "H", "H", "H", "H", "H", "H", "H", "H", "H", "H", "H", "H", "H", "H", "C", "N", "C", "C", "C", "C", "C", "C", "C", "C", "N", "C", "C", "C", "H", "H", "H", "H", "H", "H", "H", "H", "H", "H", "H", "H", "H", "H", "C", "N", "C", "C", "C", "C", "C", "C", "C", "C", "N", "C", "C", "C", "H", "H", "H", "H", "H", "H", "H", "H", "H", "H", "H", "H", "H", "H", "C", "N", "C", "C", "C", "C", "C", "C", "C", "C", "N", "C", "C", "C", "H", "H", "H", "H", "H", "H", "H", "H", "H", "H", "H", "H", "H", "H", "C", "N", "C", "C", "C", "C", "C", "C", "C", "C", "N", "C", "C", "C", "H", "H", "H", "H", "H", "H", "H", "H", "H", "H", "H", "H", "H", "H", "C", "N", "C", "C", "C", "C", "C", "C", "C", "C", "N", "C", "C", "C", "H", "H", "H", "H", "H", "H", "H", "H", "H", "H", "H", "H", "H", "H", "C", "N", "C", "C", "C", "C", "C", "C", "C", "C", "N", "C", "C", "C", "H", "H", "H", "H", "H", "H", "H", "H", "H", "H", "H", "H", "H", "H", "C", "N", "C", "C", "C", "C", "C", "C", "C", "C", "N", "C", "C", "C", "H", "H", "H", "H", "H", "H", "H", "H", "H", "H", "H", "H", "H", "H", "C", "N", "C", "C", "C", "C", "C", "C", "C", "C", "N", "C", "C", "C", "H", "H", "H", "H", "H", "H", "H", "H", "H", "H", "H", "H", "H", "H", "Br", "Br", "Br", "As", "F", "F", "F", "F", "F", "F", "As", "F", "F", "F", "F", "F", "F", "As", "F", "F", "F", "F", "F", "F", "As", "F", "F", "F", "F", "F", "F", "As", "F", "F", "F", "F", "F", "F", "As", "F", "F", "F", "F", "F", "F"],
  "positions_angstrom": [[0.733, -9.391, -11.814], [0.275, -8.086, -11.146], [0.948, -8.026, -9.738], [0.706, -6.741, -8.886], [0.734, -6.969, -7.345], [-0.270, -8.060, -6.895], [-1.213, -7.440, -5.824], [-1.238, -6.015, -6.385], [0.240, -5.706, -6.664], [2.145, -7.291, -6.889], [2.363, -7.488, -5.391], [3.867, -7.894, -5.260], [1.819, -9.631, -11.787], [0.511, -9.429, -12.866], [0.200, -10.281, -11.442], [-0.828, -8.015, -11.151], [0.482, -7.258, -11.764], [1.978, -8.263, -9.820], [0.513, -8.850, -9.140], [-0.252, -6.243, -9.063], [1.428, -5.932, -9.070], [0.387, -8.895, -6.646], [-0.983, -8.267, -7.685], [-0.810, -7.506, -4.809], [-2.164, -7.921, -5.967], [-1.648, -5.312, -5.696], [-1.745, -5.970, -7.357], [0.764, -5.567, -5.749], [0.343, -4.785, -7.294], [2.691, -6.358, -7.141], [2.547, -8.179, -7.467], [1.637, -8.212, -5.020], [2.049, -6.541, -4.881], [4.219, -7.572, -4.273], [4.438, -7.454, -6.074], [3.989, -8.960, -5.343], [8.324, 13.207, -2.241], [8.759, 12.062, -3.055], [8.048, 10.741, -2.805], [6.556, 10.811, -3.210], [5.785, 9.491, -3.142], [6.242, 8.483, -4.181], [5.008, 7.702, -4.568], [3.806, 8.396, -3.993], [4.384, 9.735, -3.582], [5.853, 8.838, -1.794], [5.439, 9.631, -0.636], [5.244, 8.719, 0.582], [7.273, 13.564, -2.475], [9.018, 14.067, -2.290], [8.307, 12.931, -1.179], [9.825, 11.913, -2.905], [8.893, 12.191, -4.146], [8.167, 10.453, -1.765], [8.540, 9.886, -3.337], [6.530, 11.115, -4.266], [6.143, 11.591, -2.565], [7.082, 7.857, -3.859], [6.597, 9.106, -4.959], [5.048, 6.641, -4.237], [4.890, 7.581, -5.652], [3.420, 7.860, -3.104], [2.934, 8.613, -4.614], [3.927, 10.304, -2.766], [4.394, 10.351, -4.479], [6.939, 8.685, -1.717], [5.280, 7.911, -1.897], [4.507, 10.205, -0.848], [6.280, 10.339, -0.486], [4.563, 7.832, 0.374], [4.847, 9.246, 1.458], [6.213, 8.339, 0.951], [3.003, 5.030, -1.822], [2.692, 3.678, -1.361], [1.768, 3.479, -0.405], [1.231, 2.230, -0.211], [1.690, 1.145, -0.967], [2.781, 1.296, -1.834], [3.254, 2.588, -1.999], [0.981, -0.150, -0.833], [1.581, -1.383, -0.827], [0.858, -2.595, -0.789], [-0.468, -2.508, -0.868], [-1.113, -1.342, -0.884], [-0.450, -0.159, -0.862], [-1.293, -3.763, -0.763], [2.159, 5.486, -2.362], [3.880, 4.953, -2.416], [3.234, 5.691, -1.003], [1.412, 4.330, 0.158], [0.535, 2.067, 0.594], [3.145, 0.497, -2.503], [4.014, 2.816, -2.731], [2.639, -1.418, -0.904], [1.314, -3.584, -0.637], [-2.200, -1.417, -1.049], [-1.040, 0.720, -0.813], [-1.417, -3.958, 0.317], [-0.714, -4.529, -1.183], [-2.260, -3.637, -1.256], [6.280, 3.187, -7.806], [6.093, 2.459, -6.523], [6.663, 2.927, -5.423], [6.714, 2.210, -4.249], [6.236, 0.884, -4.330], [5.549, 0.462, -5.520], [5.520, 1.242, -6.610], [6.269, -0.041, -3.115], [6.185, -1.402, -3.264], [5.913, -2.277, -2.219], [5.680, -1.785, -0.962], [5.805, -0.400, -0.766], [6.085, 0.472, -1.812], [5.237, -2.623, 0.178], [5.416, 3.012, -8.432], [7.261, 2.806, -8.206], [6.375, 4.285, -7.571], [7.140, 3.891, -5.539], [7.262, 2.657, -3.435], [5.066, -0.496, -5.498], [4.956, 0.980, -7.512], [6.365, -1.730, -4.281], [5.859, -3.357, -2.407], [5.555, -0.043, 0.261], [6.182, 1.543, -1.622], [5.475, -2.095, 1.144], [5.749, -3.605, 0.157], [4.160, -2.785, 0.151], [-5.246, -9.466, 10.211], [-4.664, -9.471, 8.840], [-4.610, -10.645, 8.150], [-3.968, -10.665, 6.889], [-3.463, -9.470, 6.373], [-3.480, -8.283, 7.130], [-4.121, -8.284, 8.388], [-2.583, -9.517, 5.132], [-2.347, -8.314, 4.454], [-1.390, -8.293, 3.420], [-0.625, -9.423, 3.116], [-0.909, -10.572, 3.725], [-1.898, -10.638, 4.718], [0.534, -9.299, 2.223], [-4.889, -10.394, 10.690], [-6.335, -9.550, 10.271], [-4.794, -8.560, 10.668], [-5.139, -11.523, 8.610], [-3.962, -11.527, 6.250], [-3.019, -7.350, 6.747], [-4.214, -7.389, 8.992], [-2.963, -7.425, 4.668], [-1.176, -7.409, 2.819], [-0.286, -11.395, 3.516], [-2.078, -11.593, 5.210], [1.335, -8.768, 2.768], [0.252, -8.813, 1.311], [0.980, -10.300, 2.072], [-8.295, -5.274, -3.951], [-8.327, -4.003, -3.228], [-7.699, -3.893, -2.073], [-7.629, -2.712, -1.385], [-8.214, -1.607, -1.915], [-8.869, -1.741, -3.187], [-8.883, -2.933, -3.821], [-8.050, -0.286, -1.217], [-9.154, 0.269, -0.524], [-8.931, 1.382, 0.279], [-7.706, 1.976, 0.390], [-6.637, 1.447, -0.223], [-6.798, 0.330, -0.989], [-7.555, 3.260, 1.081], [-7.716, -5.185, -4.877], [-9.278, -5.594, -4.251], [-7.817, -5.977, -3.313], [-7.277, -4.813, -1.683], [-7.135, -2.663, -0.395], [-9.374, -0.930, -3.738], [-9.353, -3.036, -4.777], [-10.057, -0.288, -0.483], [-9.736, 1.857, 0.831], [-5.654, 1.951, -0.168], [-5.890, -0.098, -1.389], [-8.181, 3.244, 1.969], [-7.805, 4.055, 0.364], [-6.515, 3.301, 1.363], [7.423, 2.412, 1.973], [6.763, 3.343, 2.936], [6.874, 2.976, 4.219], [6.485, 3.836, 5.229], [5.981, 5.080, 4.862], [5.843, 5.385, 3.533], [6.204, 4.524, 2.565], [5.690, 6.142, 5.878], [6.426, 6.226, 7.075], [6.135, 7.246, 7.974], [5.219, 8.213, 7.654], [4.511, 8.082, 6.518], [4.700, 7.043, 5.620], [4.842, 9.224, 8.673], [7.860, 1.573, 2.549], [8.156, 2.972, 1.425], [6.715, 1.981, 1.264], [7.288, 2.041, 4.460], [6.651, 3.654, 6.246], [5.527, 6.401, 3.255], [6.188, 4.808, 1.495], [7.109, 5.475, 7.312], [6.652, 7.279, 8.970], [3.750, 8.848, 6.297], [4.103, 6.968, 4.706], [5.571, 10.021, 8.748], [4.859, 8.797, 9.679], [3.853, 9.662, 8.476], [-1.908, -2.063, -4.313], [-1.817, -0.560, -4.145], [-2.622, 0.147, -3.279], [-2.522, 1.473, -3.030], [-1.417, 2.117, -3.672], [-0.659, 1.430, -4.615], [-0.869, 0.106, -4.845], [-1.076, 3.511, -3.207], [-0.686, 4.516, -4.076], [-0.531, 5.803, -3.622], [-0.701, 6.041, -2.273], [-1.156, 5.068, -1.439], [-1.275, 3.774, -1.822], [-0.426, 7.464, -1.817], [-2.933, -2.312, -4.608], [-1.697, -2.581, -3.353], [-1.215, -2.358, -5.081], [-3.389, -0.519, -2.835], [-3.165, 1.990, -2.329], [0.077, 1.947, -5.182], [-0.283, -0.424, -5.552], [-0.593, 4.321, -5.139], [-0.353, 6.611, -4.340], [-1.428, 5.333, -0.425], [-1.735, 3.037, -1.118], [-1.380, 7.855, -1.490], [-0.008, 8.023, -2.669], [0.351, 7.489, -1.021], [-6.483, -1.524, 4.130], [-7.827, -1.979, 4.468], [-8.800, -1.093, 4.747], [-10.059, -1.462, 5.174], [-10.390, -2.816, 5.323], [-9.361, -3.712, 4.933], [-8.108, -3.287, 4.431], [-11.736, -3.353, 5.702], [-12.813, -3.259, 4.804], [-14.066, -3.753, 5.230], [-14.223, -4.230, 6.479], [-13.132, -4.428, 7.272], [-11.905, -3.981, 6.919], [-15.542, -4.677, 6.925], [-6.578, -0.916, 3.201], [-5.800, -2.349, 3.905], [-6.041, -0.919, 4.948], [-8.535, -0.074, 4.867], [-10.786, -0.679, 5.387], [-9.567, -4.780, 4.800], [-7.379, -3.942, 4.006], [-12.723, -2.868, 3.816], [-14.934, -3.527, 4.634], [-13.347, -4.839, 8.297], [-11.059, -4.066, 7.595], [-15.592, -5.747, 6.858], [-16.308, -4.248, 6.224], [-15.804, -4.326, 7.937], [-1.883, 4.803, 6.142], [-1.602, 3.358, 6.082], [-2.256, 2.504, 6.833], [-1.962, 1.145, 6.845], [-0.945, 0.700, 6.069], [-0.214, 1.616, 5.309], [-0.551, 2.966, 5.320], [-0.679, -0.810, 6.050], [-1.481, -1.670, 5.325], [-1.234, -3.032, 5.483], [-0.249, -3.442, 6.318], [0.536, -2.561, 7.003], [0.379, -1.241, 6.797], [0.138, -4.841, 6.377], [-1.415, 5.218, 5.242], [-1.459, 5.212, 7.071], [-2.933, 5.047, 6.108], [-3.168, 2.879, 7.282], [-2.469, 0.484, 7.539], [0.560, 1.235, 4.650], [0.042, 3.680, 4.813], [-2.271, -1.276, 4.699], [-1.854, -3.795, 5.033], [1.310, -2.910, 7.659], [0.977, -0.556, 7.387], [-0.781, -5.407, 6.222], [0.630, -5.121, 7.329], [0.758, -4.981, 5.494], [6.337, 4.272, -1.157], [-4.771, -4.509, 4.385], [-4.517, -2.279, -1.619], [2.837, 4.004, -5.385], [1.498, 4.093, -6.417], [3.151, 2.363, -5.735], [4.189, 4.032, -4.282], [2.562, 5.614, -4.852], [1.879, 3.468, -4.092], [3.983, 4.454, -6.744], [0.758, 6.474, 2.526], [1.147, 4.925, 3.065], [-0.499, 6.503, 3.796], [0.266, 8.050, 1.770], [1.950, 6.290, 1.334], [-0.465, 5.796, 1.385], [1.929, 7.202, 3.589], [2.108, -2.653, -4.376], [0.753, -3.428, -3.561], [1.589, -1.138, -3.850], [3.537, -1.963, -5.231], [2.609, -4.355, -4.767], [1.125, -2.441, -5.781], [3.019, -2.754, -2.802], [3.643, 0.742, 2.714], [5.367, 0.300, 2.429], [3.620, 1.877, 1.458], [2.009, 0.958, 3.053], [3.651, -0.402, 3.927], [4.136, 1.988, 3.785], [3.258, -0.499, 1.552], [-2.972, 1.015, 2.054], [-1.457, 1.828, 2.066], [-2.885, 0.684, 3.674], [-4.436, 0.131, 1.938], [-3.150, 1.434, 0.387], [-2.081, -0.502, 1.677], [-3.839, 2.547, 2.527], [0.960, -4.767, 2.028], [1.050, -4.133, 3.644], [2.562, -4.124, 1.687], [0.768, -5.463, 0.410], [-0.600, -5.339, 2.334], [0.237, -3.311, 1.584], [1.608, -6.341, 2.590]],
  "total_energy_ev": -824701.4089,
  "charge": 9,
  "homo_ev": -19.3676
}


Number 2 is which compound? C10H9FN2OS


Number 4 is which compound? C10H9N